{"formula": "C29H48CaNO5P2", "method": "ωB97M-V/def2-TZVPD", "elements": ["C", "C", "C", "C", "O", "P", "C", "N", "C", "O", "P", "C", "C", "C", "C", "O", "C", "C", "C", "O", "C", "C", "O", "C", "C", "C", "C", "C", "C", "C", "C", "C", "C", "C", "C", "C", "C", "H", "H", "H", "H", "H", "H", "H", "H", "H", "H", "H", "H", "H", "H", "H", "H", "H", "H", "H", "H", "H", "H", "H", "H", "H", "H", "H", "H", "H", "H", "H", "H", "H", "H", "H", "H", "H", "H", "H", "H", "H", "H", "H", "H", "H", "H", "H", "H", "Ca"], "xyz": [[5.90088, -4.32574, 1.84184], [4.93766, -4.23607, 1.14737], [3.72550, -3.94754, 0.39473], [4.03774, -3.56985, -1.04777], [5.18449, -2.76456, -1.22546], [5.02054, -1.70814, -2.55991], [6.91327, -1.72599, -2.73188], [4.82118, -0.49347, -4.04666], [5.16882, 0.62110, -3.79309], [5.81878, 1.65734, -3.77181], [5.07103, -0.04083, -1.05142], [3.36576, 0.63431, -0.65780], [3.12797, 0.88437, 0.84585], [5.98059, -0.46962, 0.47338], [6.37081, 0.76347, 1.33367], [3.31272, -1.80403, -2.56288], [2.85148, -2.70773, -1.58671], [1.69629, -3.60846, -2.04334], [0.52147, -3.49869, -1.08002], [-0.68513, -3.79848, -1.72072], [-1.70692, -4.19522, -0.81393], [-2.06310, -3.03191, 0.11254], [-3.46655, -2.99360, 0.36134], [-3.90725, -1.73270, 0.71863], [-4.97535, -1.16355, 0.05812], [-5.40628, 0.10164, 0.38509], [-4.80802, 0.85289, 1.38907], [-5.32687, 2.27998, 1.66957], [-4.52060, 2.88150, 2.81642], [-6.77901, 2.08236, 2.13576], [-5.24115, 3.04594, 0.30568], [-4.90122, 4.53691, 0.31889], [-5.78281, 5.39100, 1.26384], [-5.22477, 5.04947, -1.11985], [-3.37857, 4.80665, 0.51056], [-3.75130, 0.25440, 2.05832], [-3.31027, -1.01824, 1.73787], [6.61087, -4.64508, 2.56262], [3.18370, -3.16913, 0.93117], [3.09715, -4.83543, 0.42745], [4.25520, -4.46522, -1.63049], [5.00071, -2.77173, -3.51143], [7.41708, -1.75277, -1.76804], [7.14321, -2.65906, -3.23038], [7.30398, -0.92451, -3.36180], [2.56285, -0.00193, -1.01670], [3.27653, 1.61168, -1.14107], [3.57657, 1.82113, 1.17005], [2.06566, 0.92806, 1.06940], [3.53395, 0.08081, 1.45139], [6.89726, -0.99721, 0.24339], [5.41309, -1.14237, 1.11306], [5.79290, 0.79497, 2.25209], [7.41470, 0.69848, 1.62394], [6.17576, 1.70802, 0.81059], [2.59594, -2.08140, -0.72136], [1.41259, -3.26030, -3.03464], [2.05165, -4.63009, -2.13796], [0.69249, -4.14407, -0.20892], [0.53283, -2.47733, -0.68140], [-1.32001, -5.04920, -0.25092], [-2.57114, -4.54148, -1.37046], [-1.49687, -3.14145, 1.03685], [-1.77503, -2.11598, -0.40051], [-5.47811, -1.69344, -0.73833], [-6.23028, 0.53935, -0.15697], [-3.46732, 2.99822, 2.58611], [-4.55988, 2.17838, 3.64810], [-4.94175, 3.80601, 3.19710], [-7.22762, 3.00273, 2.50451], [-7.38367, 1.64850, 1.34662], [-6.78029, 1.38495, 2.97220], [-6.22454, 2.95747, -0.16093], [-4.56235, 2.50194, -0.34743], [-6.50633, 4.81409, 1.82711], [-5.14776, 5.89856, 1.98788], [-6.27164, 6.18488, 0.70917], [-4.71994, 6.00512, -1.24484], [-4.79457, 4.37292, -1.85729], [-6.29820, 5.14223, -1.25122], [-3.18041, 5.54899, 1.27472], [-2.90438, 3.86001, 0.76087], [-2.93720, 5.08713, -0.44127], [-3.22421, 0.75670, 2.85432], [-2.49102, -1.43327, 2.30233], [5.78951, 2.82897, -1.79917]], "forces_ev_per_a": [[0.4, -0.6, 0.7], [-0.6, 0.4, -0.2], [0.8, -0.3, 0.1], [-0.2, 0.8, -0.8], [-0.4, 0.5, 0.5], [0.9, -3.8, -1.0], [-0.3, 0.8, 0.1], [-0.3, 2.0, 1.2], [1.1, -1.7, -2.0], [-0.8, 1.2, 0.9], [0.3, 2.3, -0.2], [0.1, -0.1, 1.2], [0.0, -0.1, -0.2], [-0.2, 0.5, 1.0], [-0.2, -0.5, 0.0], [0.2, 0.4, 0.2], [0.7, -0.8, 0.6], [0.1, 0.8, 0.0], [0.4, 0.2, 0.0], [-0.3, -0.3, -0.2], [0.4, 0.0, 0.2], [-0.3, -0.4, -0.3], [0.1, 0.2, -0.1], [0.2, -0.3, 0.3], [-0.4, -0.2, -0.6], [-0.1, 0.2, 0.1], [0.1, 0.3, 0.1], [0.3, -0.8, -0.3], [-0.2, -0.3, 0.3], [0.3, 0.1, 0.3], [-0.5, 0.1, 0.9], [-0.1, 0.8, -1.1], [0.8, 0.0, 0.3], [0.5, -0.3, 0.6], [-0.5, -1.0, -0.1], [0.1, 0.1, 0.1], [0.2, 0.0, 0.1], [0.4, 0.2, -0.1], [-0.1, 0.2, -0.1], [-0.2, -0.1, -0.2], [-0.5, -0.2, -0.1], [-0.1, 0.3, 0.0], [0.0, 0.2, 0.1], [-0.1, -0.2, -0.1], [0.1, 0.1, 0.1], [0.2, -0.1, -0.4], [-0.3, -0.1, -0.4], [0.1, 0.0, 0.2], [-0.1, 0.1, -0.1], [0.1, -0.1, 0.1], [-0.1, -0.2, -0.5], [-0.1, -0.3, -0.2], [-0.1, 0.1, 0.1], [0.1, 0.2, -0.1], [0.2, 0.1, 0.0], [-0.5, -0.2, 0.1], [-0.3, 0.0, 0.0], [-0.1, -0.2, -0.1], [-0.1, -0.2, 0.0], [-0.3, 0.2, 0.0], [-0.1, -0.1, 0.2], [-0.1, 0.2, -0.2], [0.0, 0.2, 0.2], [0.1, 0.2, 0.0], [0.1, -0.2, 0.0], [-0.1, -0.1, -0.2], [0.1, 0.2, -0.1], [-0.1, 0.0, 0.2], [0.1, 0.2, -0.2], [-0.1, 0.1, -0.2], [-0.2, 0.1, -0.1], [-0.1, -0.1, 0.1], [-0.1, -0.1, -0.1], [0.3, 0.2, -0.1], [-0.2, 0.0, -0.1], [-0.1, 0.0, 0.2], [-0.3, 0.0, 0.0], [-0.3, 0.3, -0.1], [-0.1, -0.1, -0.2], [-0.1, 0.0, -0.3], [0.2, 0.1, 0.0], [0.3, 0.1, 0.3], [0.1, 0.3, 0.0], [0.0, 0.1, 0.1], [0.1, -0.2, 0.0], [0.0, -1.8, -0.5]], "mulliken_charge": [-0.15, -1.14, -0.19, -0.04, -0.38, 0.43, -1.05, -0.56, 0.72, -0.85, -0.43, 0.09, -1.26, -0.55, -1.13, -0.65, 0.96, -1.42, -0.29, -0.46, -0.62, -0.30, -0.49, 0.40, -1.09, -0.31, -0.42, 3.03, -2.43, -1.73, -2.19, 2.73, -1.60, -2.17, -1.71, -0.34, -0.44, 0.51, 0.36, 0.46, 0.45, 0.07, 0.38, 0.36, 0.32, 0.40, 0.42, 0.33, 0.41, 0.26, 0.50, 0.24, 0.34, 0.30, 0.04, -0.17, 0.35, 0.44, 0.35, 0.23, 0.32, 0.40, 0.17, 0.46, 0.42, 0.30, 0.37, 0.68, 0.34, 0.43, 0.38, 0.46, 0.29, 0.65, 0.21, 0.30, 0.44, 0.52, 0.44, 0.54, 0.26, 0.37, 0.45, 0.42, 0.38, 1.69], "homo_energy_ev": -9.98, "energy_ha": -2924.703013, "charge": 1, "orbital_gap_ev": 4.43}